Formula: C2H4N4O
Source: OMol25
Level of theory: the ωB97M-V functional and the def2-TZVPD basis

Its SMILES is N/N=c1/nc[nH]o1. For the LUMO energy, the calculation gives 0.0220 hartree. Its energy above the lowest of the compared OMol25 structures with the same formula, charge and spin is 80.0 kcal/mol.

The geometry in ORCA input format:
```
! RIJCOSX wB97M-V def2-TZVPD def2/J DEFGRID3
* xyz 0 1
N -2.45 0.31 -0.07
N -1.46 -0.69 0.04
C -0.23 -0.34 -0.04
N 0.86 -1.21 -0.03
C 1.87 -0.42 0.06
N 1.57 0.89 -0.04
O 0.14 0.96 -0.14
H -2.11 1.09 0.49
H -3.21 -0.15 0.40
H 2.90 -0.70 0.09
H 1.85 1.52 0.70
*
```

Atom charges from the natural (NBO) analysis, given in e for atoms 1 to 8:
1 N -0.636
2 N -0.327
3 C 0.534
4 N -0.432
5 C 0.225
6 N -0.310
7 O -0.345
8 H 0.334



Formula: H6IO3
Source: OMol25
Level of theory: the ωB97M-V functional and the def2-TZVPD basis

For the LUMO energy, the calculation gives 0.1302 hartree. Its energy above the lowest of the compared OMol25 structures with the same formula, charge and spin is 3.9 kcal/mol.

The geometry in ORCA input format:
```
! RIJCOSX wB97M-V def2-TZVPD def2/J DEFGRID3
* xyz -1 1
I 12.41 6.77 5.36
O 15.41 7.64 7.27
H 15.99 8.06 6.64
H 14.57 7.52 6.78
O 15.83 6.19 4.29
H 14.89 6.19 4.59
H 15.96 5.31 3.92
O 11.42 8.28 8.62
H 10.65 7.75 8.84
H 11.71 7.93 7.76
*
```

Atom charges from the natural (NBO) analysis, given in e for atoms 1 to 8:
1 I -0.938
2 O -0.973
3 H 0.459
4 H 0.493
5 O -0.978
6 H 0.500
7 H 0.453
8 O -0.970



Formula: C28H67BN5O15
Source: OMol25
Level of theory: the ωB97M-V functional and the def2-TZVPD basis

For the LUMO energy, the calculation gives 0.0903 hartree. Its energy above the lowest of the compared OMol25 structures with the same formula, charge and spin is 0.0 kcal/mol.

The geometry in ORCA input format:
```
! RIJCOSX wB97M-V def2-TZVPD def2/J DEFGRID3
* xyz -1 1
O 28.57 -13.65 1.68
C 27.37 -13.55 1.60
O 26.70 -12.51 2.02
B 25.27 -12.71 1.76
O 25.18 -14.11 1.28
C 26.36 -14.69 1.24
O 26.61 -15.82 0.95
O 24.62 -11.72 0.88
C 23.58 -11.19 1.47
O 22.73 -10.51 0.97
C 23.53 -11.80 2.90
O 24.60 -12.54 3.08
O 22.67 -11.61 3.71
C 28.45 -17.66 -2.61
C 28.63 -18.74 -1.54
C 30.03 -19.45 -1.70
O 30.14 -20.08 -2.98
C 29.32 -21.21 -3.15
N 28.71 -18.18 -0.18
H 28.15 -18.10 -3.56
H 29.29 -16.97 -2.66
H 27.61 -17.00 -2.35
H 27.83 -19.46 -1.67
H 30.07 -20.14 -0.85
H 30.86 -18.75 -1.62
H 28.25 -21.09 -2.97
H 29.58 -22.03 -2.47
H 29.52 -21.52 -4.17
H 29.20 -17.27 -0.26
H 27.79 -17.93 0.14
C 22.34 -9.30 -2.55
C 23.18 -10.47 -3.05
C 23.36 -10.43 -4.56
O 22.13 -10.72 -5.20
C 22.03 -10.26 -6.53
N 24.45 -10.57 -2.34
H 21.29 -9.37 -2.82
H 22.80 -8.36 -2.86
H 22.41 -9.30 -1.46
H 22.62 -11.40 -2.92
H 23.99 -11.28 -4.87
H 23.97 -9.58 -4.87
H 21.31 -10.90 -7.03
H 22.99 -10.44 -7.05
H 21.80 -9.20 -6.57
H 25.13 -11.01 -2.94
H 24.42 -11.16 -1.52
C 27.60 -10.47 5.08
C 28.35 -11.82 5.10
C 29.73 -11.61 5.75
O 30.35 -12.85 6.05
C 30.88 -13.53 4.94
N 27.59 -12.80 5.88
H 27.85 -9.90 5.98
H 26.52 -10.64 5.04
H 27.91 -9.87 4.22
H 28.49 -12.12 4.06
H 29.60 -11.03 6.66
H 30.37 -11.06 5.05
H 31.64 -12.96 4.40
H 30.09 -13.81 4.22
H 31.25 -14.50 5.26
H 26.88 -13.16 5.24
H 28.25 -13.59 5.94
C 20.21 -18.17 4.74
C 20.87 -17.36 3.62
C 21.59 -18.20 2.56
O 21.95 -17.43 1.41
C 23.15 -16.68 1.51
N 19.79 -16.61 2.92
H 19.81 -19.09 4.31
H 19.40 -17.55 5.13
H 21.00 -18.36 5.47
H 21.54 -16.62 4.08
H 20.92 -18.94 2.11
H 22.44 -18.71 3.01
H 23.77 -16.85 0.63
H 23.79 -16.90 2.37
H 22.88 -15.62 1.44
H 20.21 -16.31 2.04
H 19.16 -17.33 2.53
C 24.15 -12.97 7.08
C 23.81 -14.44 6.91
C 22.44 -14.85 7.39
O 22.50 -16.26 7.59
C 21.26 -16.81 8.01
N 24.14 -14.83 5.50
H 25.10 -12.75 6.59
H 24.32 -12.87 8.16
H 23.40 -12.22 6.82
H 24.58 -14.99 7.46
H 21.62 -14.65 6.69
H 22.21 -14.35 8.34
H 20.46 -16.49 7.33
H 21.02 -16.54 9.04
H 21.41 -17.88 7.92
H 23.53 -15.61 5.28
H 23.76 -14.08 4.92
C 31.92 -15.63 -1.08
C 30.94 -15.00 -0.07
O 29.61 -15.45 -0.35
H 31.56 -15.65 -2.11
H 32.21 -16.62 -0.76
H 32.80 -14.99 -1.13
H 30.96 -13.90 -0.09
H 31.23 -15.28 0.95
H 29.08 -14.93 0.28
C 19.11 -11.90 3.08
C 19.40 -10.44 2.76
O 20.06 -10.27 1.53
H 18.59 -11.95 4.04
H 20.03 -12.48 3.22
H 18.58 -12.45 2.30
H 20.04 -10.03 3.55
H 18.51 -9.79 2.77
H 21.02 -10.23 1.64
*
```

Atom charges from the Löwdin analysis, given in e for atoms 1 to 8:
1 O 0.124
2 C -0.354
3 O 0.242
4 B -0.849
5 O 0.227
6 C -0.375
7 O 0.165
8 O 0.242



Formula: C3H8N3
Source: OMol25
Level of theory: the ωB97M-V functional and the def2-TZVPD basis

For the LUMO energy, the calculation gives -0.1342 hartree. Its energy above the lowest of the compared OMol25 structures with the same formula, charge and spin is 121.7 kcal/mol.

The geometry in ORCA input format:
```
! RIJCOSX wB97M-V def2-TZVPD def2/J DEFGRID3
* xyz 1 1
C -1.02 1.33 0.33
C -1.48 -0.76 -0.16
C 1.76 0.48 -0.26
N -1.83 0.51 -0.08
N 0.65 0.32 0.56
N 0.00 -0.87 0.41
H -0.99 2.40 0.63
H -2.12 -1.41 0.35
H -1.57 -1.05 -1.26
H 2.65 -0.17 0.08
H 1.50 0.38 -1.34
H 2.02 1.58 -0.14
H -0.15 -1.36 1.28
H 0.59 -1.38 -0.39
*
```

Atom charges from the natural (NBO) analysis, given in e for atoms 1 to 8:
1 C 0.337
2 C -0.088
3 C -0.479
4 N -0.364
5 N -0.339
6 N -0.392
7 H 0.270
8 H 0.242



Formula: C4H8N2O2
Source: OMol25
Level of theory: the ωB97M-V functional and the def2-TZVPD basis

For the LUMO energy, the calculation gives 0.0053 hartree. Its energy above the lowest of the compared OMol25 structures with the same formula, charge and spin is 211.2 kcal/mol.

The geometry in ORCA input format:
```
! RIJCOSX wB97M-V def2-TZVPD def2/J DEFGRID3
* xyz 0 1
C 0.12 0.15 1.87
C -0.15 -0.89 0.85
C 1.38 0.47 -2.24
C -1.50 -0.74 0.27
H 0.24 1.59 0.40
H 1.18 0.17 2.17
H -0.42 -0.06 2.80
H -0.06 -1.97 1.19
H 0.98 -1.92 -0.80
H 2.17 -0.67 -2.60
H 1.17 1.45 -2.92
H -2.33 -0.94 1.13
N 0.84 -0.77 -0.27
N 0.55 0.53 -1.14
O 0.07 1.57 1.51
O -1.53 -0.31 -1.01
*
```

Atom charges from the natural (NBO) analysis, given in e for atoms 1 to 8:
1 C -0.096
2 C -0.232
3 C -0.129
4 C 0.403
5 H 0.509
6 H 0.207
7 H 0.186
8 H 0.244



Formula: C2H5O4S2
Source: OMol25
Level of theory: the ωB97M-V functional and the def2-TZVPD basis

Its SMILES is C[C@H](O)OS(=O)(=O)[S-]. For the LUMO energy, the calculation gives 0.1320 hartree. Its energy above the lowest of the compared OMol25 structures with the same formula, charge and spin is 2.4 kcal/mol.

The geometry in ORCA input format:
```
! RIJCOSX wB97M-V def2-TZVPD def2/J DEFGRID3
* xyz -1 1
C 1.65 -0.44 -0.92
C 0.35 0.12 -0.35
O 0.43 1.46 -0.57
O 0.06 -0.37 0.93
S -1.59 -0.31 1.35
O -1.60 -0.90 2.65
O -2.19 -1.05 0.26
S -2.11 1.55 1.35
H 1.65 -1.55 -0.94
H 1.59 -0.07 -1.97
H 2.55 0.01 -0.49
H -0.36 -0.27 -1.14
H -0.41 1.83 -0.17
*
```

Atom charges from the natural (NBO) analysis, given in e for atoms 1 to 8:
1 C -0.620
2 C 0.357
3 O -0.762
4 O -0.722
5 S 2.130
6 O -0.963
7 O -0.985
8 S -0.665



Formula: C4H12N2O2
Source: OMol25
Level of theory: the ωB97M-V functional and the def2-TZVPD basis

Its SMILES is CC(C)NC(N)=O.O. For the LUMO energy, the calculation gives 0.0152 hartree. Its energy above the lowest of the compared OMol25 structures with the same formula, charge and spin is 19.9 kcal/mol.

The geometry in ORCA input format:
```
! RIJCOSX wB97M-V def2-TZVPD def2/J DEFGRID3
* xyz 0 1
C -1.54 1.07 0.56
C -0.28 0.15 0.53
C 0.97 1.05 0.50
N -0.36 -0.64 -0.74
C -0.15 -0.08 -1.97
N 0.18 -0.99 -2.96
O -0.26 1.09 -2.27
H -1.72 1.44 1.56
H -1.44 1.81 -0.22
H -2.44 0.48 0.33
H -0.27 -0.52 1.37
H 1.80 0.69 -0.13
H 1.36 1.27 1.48
H 0.79 1.94 -0.10
H -0.17 -1.62 -0.65
H 0.29 -1.99 -2.87
H 0.14 -0.67 -3.91
O 1.07 -1.10 3.25
H 1.03 -1.54 2.40
H 1.01 -1.86 3.84
*
```

Atom charges from the natural (NBO) analysis, given in e for atoms 1 to 8:
1 C -0.617
2 C -0.042
3 C -0.651
4 N -0.643
5 C 0.780
6 N -0.861
7 O -0.661
8 H 0.208



Formula: C20H42Cl8
Source: OMol25
Level of theory: the ωB97M-V functional and the def2-TZVPD basis

For the LUMO energy (alpha / beta), the calculation gives 0.0802 / 0.0800 hartree.

The geometry in ORCA input format:
```
! RIJCOSX wB97M-V def2-TZVPD def2/J DEFGRID3
* xyz -1 2
C -4.79 2.17 2.54
Cl -4.88 2.97 4.15
Cl -3.17 2.42 1.89
Cl -5.13 0.43 2.70
Cl -6.12 2.81 1.56
C -0.31 -1.24 1.85
Cl -1.41 0.05 2.25
Cl 0.69 -1.66 3.28
Cl -1.40 -2.59 1.32
Cl 0.78 -0.74 0.50
C 1.85 3.44 1.06
C 2.07 4.19 2.42
C 1.09 3.89 3.59
C 1.08 2.46 4.14
C 0.25 2.32 5.43
C 0.43 0.98 6.14
H 2.42 2.51 1.09
H 2.32 4.09 0.32
H 0.80 3.30 0.83
H 3.07 4.01 2.80
H 2.07 5.25 2.17
H 0.14 4.14 3.13
H 1.24 4.57 4.43
H 0.67 1.83 3.35
H 2.10 2.17 4.38
H 0.47 3.15 6.11
H -0.80 2.47 5.16
H -0.14 0.83 7.06
H 0.18 0.11 5.55
H 1.49 0.88 6.39
C 1.36 1.71 -3.91
C 0.50 1.40 -2.61
C -1.03 1.41 -2.74
C -1.84 0.64 -1.68
C -3.33 0.57 -1.94
C -3.95 -0.42 -0.95
H 1.33 0.93 -4.67
H 2.42 1.75 -3.64
H 1.05 2.65 -4.39
H 0.85 0.45 -2.20
H 0.72 2.02 -1.74
H -1.31 1.05 -3.72
H -1.45 2.41 -2.83
H -1.54 -0.41 -1.71
H -1.59 1.07 -0.71
H -3.69 1.59 -1.80
H -3.63 0.30 -2.95
H -5.03 -0.35 -1.07
H -3.50 -1.41 -1.07
H -3.83 -0.11 0.08
C 2.60 -1.95 -4.52
C 2.62 -3.34 -3.93
C 1.66 -3.56 -2.72
C 1.85 -4.98 -2.22
C 1.06 -5.19 -0.90
C -0.35 -4.76 -1.00
H 3.17 -1.25 -3.91
H 1.56 -1.64 -4.38
H 2.91 -1.94 -5.56
H 2.27 -4.07 -4.66
H 3.66 -3.60 -3.76
H 0.68 -3.43 -3.19
H 1.76 -2.93 -1.84
H 1.60 -5.74 -2.96
H 2.91 -5.08 -1.98
H 1.05 -6.24 -0.62
H 1.58 -4.72 -0.06
H -0.79 -5.28 -1.85
H -0.91 -5.07 -0.12
H -0.48 -3.69 -1.14
*
```

Atom charges from the natural (NBO) analysis, given in e for atoms 1 to 8:
1 C -0.214
2 Cl 0.022
3 Cl 0.096
4 Cl 0.062
5 Cl 0.035
6 C -0.305
7 Cl -0.086
8 Cl -0.170



Formula: C4H10NO
Source: OMol25
Level of theory: the ωB97M-V functional and the def2-TZVPD basis

For the LUMO energy, the calculation gives 0.1586 hartree. Its energy above the lowest of the compared OMol25 structures with the same formula, charge and spin is 28.1 kcal/mol.

The geometry in ORCA input format:
```
! RIJCOSX wB97M-V def2-TZVPD def2/J DEFGRID3
* xyz -1 1
C 2.45 -1.62 -1.42
C 2.80 -0.96 -2.52
H 1.58 -1.31 -0.84
H 3.05 -2.46 -1.11
H 2.27 -0.06 -2.82
H 3.65 -1.28 -3.11
C -1.00 0.50 0.20
O 0.07 -0.31 0.00
C -1.51 0.49 1.65
N -2.74 1.30 1.80
H -0.76 1.59 0.01
H -1.88 0.26 -0.44
H -1.72 -0.54 1.97
H -0.70 0.82 2.31
H -3.03 1.30 2.76
H -2.54 2.27 1.56
*
```

Atom charges from the natural (NBO) analysis, given in e for atoms 1 to 8:
1 C -0.374
2 C -0.445
3 H 0.292
4 H 0.155
5 H 0.192
6 H 0.159
7 C -0.013
8 O -0.981



no.,M (g/mol),electronic energy (Eh)
1,100.08,-372.772793
2,180.95,-527.125355
3,724.68,-2534.485931
4,86.12,-282.969860
5,116.12,-416.919316
6,157.19,-1176.613760
7,120.15,-419.616760
8,566.18,-4468.708108
9,88.13,-288.346893